# 1
Computed, not measured: a 3-piece molecular cluster, C20H41IN5O7S overall, with wB97M-V/def2-TZVPD.

Each line ends with the Mulliken charge.
CARTESIAN COORDINATES (ANGSTROEM)
C 3.68 -1.29 3.77  -1.41
C 2.38 -1.27 3.04  0.49
O 1.31 -1.26 3.59  -0.48
N 2.46 -1.29 1.61  0.03
C 3.52 -0.47 0.97  -1.22
N 1.23 -1.23 1.01  1.49
C 0.58 -2.17 0.30  -0.51
N 1.06 -3.37 -0.05  0.12
C 2.37 -3.90 0.22  -0.52
C 2.50 -4.39 1.66  0.14
O 1.60 -4.49 2.41  -0.40
I 4.51 -4.85 2.28  0.04
N -0.63 -1.76 -0.07  -0.68
C -0.75 -0.54 0.44  0.72
C -2.01 0.23 0.33  -1.26
C -2.81 0.18 1.64  0.17
C -3.38 -1.21 1.95  -0.82
S -2.24 -2.27 2.92  -0.23
N 0.35 -0.16 1.07  0.38
C 0.58 1.12 1.71  -0.76
C 1.31 2.13 0.79  -0.70
O 1.17 1.72 -0.56  -0.52
H 3.85 -0.33 4.26  0.30
H 4.53 -1.56 3.15  0.33
H 3.59 -2.05 4.55  0.38
H 3.18 -0.20 -0.03  0.33
H 3.76 0.42 1.55  0.37
H 4.42 -1.08 0.85  0.41
H 0.42 -3.93 -0.60  0.33
H 2.59 -4.73 -0.46  0.63
H 3.14 -3.15 0.08  0.15
H -2.60 -0.27 -0.44  0.45
H -1.86 1.26 -0.01  0.30
H -3.61 0.92 1.61  -0.41
H -2.18 0.46 2.49  0.40
H -3.57 -1.78 1.04  0.36
H -4.30 -1.13 2.52  0.45
H -1.86 -1.38 3.85  0.12
H -0.39 1.52 1.98  0.58
H 1.12 1.00 2.64  0.36
H 2.36 2.21 1.08  0.34
H 0.86 3.12 0.93  0.45
H 1.87 2.11 -1.08  0.30
C 4.28 -0.21 -3.86  -0.80
O 3.81 -1.08 -2.84  -0.39
C 2.41 -1.33 -2.90  0.40
C 2.07 -2.63 -3.60  -0.57
O 2.43 -2.61 -4.96  -0.42
C 3.67 -3.26 -5.24  -0.72
H 5.36 -0.33 -3.91  0.27
H 3.84 -0.46 -4.83  0.36
H 4.05 0.83 -3.61  0.29
H 1.89 -0.49 -3.37  0.34
H 2.06 -1.39 -1.86  -0.32
H 0.99 -2.77 -3.55  0.34
H 2.55 -3.47 -3.08  0.33
H 3.54 -4.35 -5.24  0.32
H 4.44 -2.99 -4.51  0.31
H 3.99 -2.94 -6.22  0.27
C -6.05 5.40 -1.27  -0.67
O -6.56 5.08 0.01  -0.37
C -6.64 3.69 0.27  -0.73
C -5.47 3.19 1.09  -0.27
O -4.23 3.33 0.41  -0.24
C -3.51 4.50 0.79  -0.91
H -5.75 6.45 -1.26  0.25
H -5.18 4.79 -1.54  0.25
H -6.83 5.27 -2.04  0.33
H -6.71 3.13 -0.67  0.37
H -7.56 3.52 0.83  0.38
H -5.62 2.12 1.29  0.29
H -5.44 3.71 2.05  0.34
H -3.00 4.35 1.75  0.32
H -4.17 5.36 0.86  0.45
H -2.77 4.69 0.01  0.24

Max |F|, eV Å⁻¹: 0.85
Frontier orbital gap, eV: 8.94
Total charge: +1
LUMO, hartree: -0.0830

=====

# 2
Computed, not measured: C9H21N3Si3 as an isolated structure in a non-equilibrium geometry, with wB97M-V/def2-TZVPD.

Each line ends with the natural charge from an NBO analysis.
CARTESIAN COORDINATES (ANGSTROEM)
C -3.15 1.26 1.92  -0.33
C 3.18 -1.98 -0.65  -0.37
C -1.51 1.70 -1.72  -0.32
C -2.90 -0.01 1.64  -0.65
C 1.91 -2.23 -0.38  -0.70
C -1.05 2.12 -0.59  -0.71
N -0.85 -1.32 -0.24  -1.49
N 0.27 0.71 1.60  -1.47
N 1.47 0.59 -0.99  -1.49
C -0.61 -2.12 2.26  -1.14
C 0.57 -1.53 -2.93  -1.12
C 1.64 3.15 0.43  -1.13
Si -1.10 -0.53 1.38  1.90
Si 0.73 -1.03 -1.06  1.94
Si 0.55 1.64 0.11  1.92
H -2.40 1.96 2.05  0.19
H -4.18 1.45 2.22  0.20
H 3.91 -2.50 -0.06  0.20
H 3.40 -1.32 -1.52  0.20
H -2.37 2.16 -2.20  0.19
H -1.02 1.02 -2.37  0.18
H -3.67 -0.70 1.36  0.23
H 1.59 -2.94 0.36  0.22
H -1.67 2.66 0.10  0.22
H -1.57 -0.89 -0.85  0.39
H 1.14 0.18 1.60  0.39
H 2.39 0.46 -0.55  0.40
H -0.90 -2.97 1.62  0.25
H 0.49 -2.16 2.36  0.23
H -1.07 -2.30 3.23  0.23
H 0.13 -0.54 -3.25  0.21
H 1.33 -1.84 -3.62  0.25
H -0.14 -2.35 -3.02  0.23
H 1.75 3.01 1.52  0.24
H 1.07 4.05 0.25  0.24
H 2.64 3.16 -0.01  0.25

Max |F|, eV Å⁻¹: 2.76
Frontier orbital gap, eV: 9.91
Total charge: 0
Relative energy (zero: lowest compared OMol25 entry of this formula, charge and spin), eV: 0.585
LUMO, hartree: 0.0286

=====

# 3
Computed, not measured: a 2-piece molecular cluster, C2HN2O2 overall in a non-equilibrium geometry, with wB97M-V/def2-TZVPD.

Each line ends with the natural charge from an NBO analysis.
CARTESIAN COORDINATES (ANGSTROEM)
C 0.61 -0.61 -1.12  0.93
C -0.17 0.12 0.74  -0.31
N -0.15 1.41 1.03  -0.18
N -1.34 1.11 0.59  -0.20
O 0.41 0.22 -1.92  -0.67
O 1.05 -1.64 -0.85  -0.68
H -0.41 -0.60 1.53  0.11

Max |F|, eV Å⁻¹: 5.20
Frontier orbital gap, eV: 7.21
Total charge: -1
Relative energy (zero: lowest compared OMol25 entry of this formula, charge and spin), eV: 3.313
LUMO, hartree: 0.1645

=====

# 4
Computed, not measured: an isolated molecule of C3H7F2NO2S in a non-equilibrium geometry, with wB97M-V/def2-TZVPD.

Each line ends with the natural charge from an NBO analysis.
CARTESIAN COORDINATES (ANGSTROEM)
C -0.65 1.37 1.24  -0.69
C 0.52 0.39 1.07  0.75
F 1.18 0.05 2.17  -0.33
F 1.46 1.00 0.26  -0.37
C 0.07 -1.06 0.30  -0.77
S -0.40 -0.90 -1.37  2.31
N 1.02 -0.87 -2.16  -1.10
O -1.15 -2.12 -1.65  -0.92
O -0.99 0.41 -1.54  -0.95
H -0.34 2.21 1.87  0.24
H -1.06 1.40 0.27  0.27
H -1.29 0.73 1.83  0.21
H 0.81 -1.84 0.50  0.26
H -0.85 -1.46 0.65  0.25
H 1.32 -0.04 -2.62  0.42
H 1.28 -1.65 -2.78  0.42

Max |F|, eV Å⁻¹: 3.73
Frontier orbital gap, eV: 11.82
Total charge: 0
Relative energy (zero: lowest compared OMol25 entry of this formula, charge and spin), eV: 0.000
Structure (SMILES): CC(F)(F)CS(N)(=O)=O
LUMO, hartree: 0.0223

=====

# 5
Computed, not measured: C5H7HoO4 as an isolated structure in a non-equilibrium geometry, with wB97M-V/def2-TZVPD.

Each line ends with the Löwdin spin population.
CARTESIAN COORDINATES (ANGSTROEM)
O 1.65 -0.98 0.31  -0.01
C 4.40 2.30 -0.96  0.00
O 3.33 1.99 -0.80  0.00
O -0.11 1.99 0.86  -0.01
C -0.87 1.90 -0.36  -0.01
C -1.75 0.67 -0.32  0.00
O -0.87 -0.49 -0.54  0.00
C -0.71 -1.49 0.46  0.00
C 0.72 -2.01 0.32  0.00
Ho 1.06 0.83 -0.28  4.03
H -1.48 2.80 -0.57  0.00
H -2.51 0.67 -1.12  0.00
H -2.24 0.50 0.66  0.00
H -1.45 -2.30 0.34  0.00
H -0.85 -1.04 1.46  0.00
H 0.77 -2.61 -0.62  0.00
H 0.89 -2.73 1.15  0.00

Spin multiplicity: 5
Max |F|, eV Å⁻¹: 2.60
Frontier orbital gap (alpha / beta), eV: 6.53 / 6.50
Total charge: 0
Relative energy (zero: lowest compared OMol25 entry of this formula, charge and spin), eV: 0.484
LUMO (alpha / beta), hartree: -0.0071 / -0.0067

=====

# 6
Computed, not measured: an isolated molecule of C5H6O3 in a non-equilibrium geometry, with wB97M-V/def2-TZVPD.

Each line ends with the natural charge from an NBO analysis.
CARTESIAN COORDINATES (ANGSTROEM)
O -1.96 1.11 -1.94  -0.56
C -0.76 0.86 -1.34  0.41
C -0.64 -0.62 -0.85  -0.42
C 0.57 -1.17 -0.09  0.06
O 1.48 -0.15 0.08  -0.53
C 1.02 0.73 1.22  0.22
O -0.35 0.62 1.36  -0.51
C -0.60 -0.73 0.65  0.05
H 0.30 1.59 -1.21  0.18
H -1.36 -1.11 -1.64  0.28
H 0.97 -2.18 -0.32  0.24
H 1.24 1.84 0.81  0.17
H 1.69 0.41 2.03  0.17
H -1.60 -1.19 1.23  0.26

Max |F|, eV Å⁻¹: 8.62
Frontier orbital gap, eV: 10.14
Total charge: 0
Relative energy (zero: lowest compared OMol25 entry of this formula, charge and spin), eV: 5.328
Structure (SMILES): O=C[C@H]1[C@H]2OCO[C@@H]12
LUMO, hartree: 0.0151

=====

# 7
Computed, not measured: an isolated molecule of C7H15NO4 in a non-equilibrium geometry, with wB97M-V/def2-TZVPD.

Each line ends with the natural charge from an NBO analysis.
CARTESIAN COORDINATES (ANGSTROEM)
O -2.59 -0.24 -0.40  -0.74
C -2.43 -0.12 1.15  -0.10
C -0.99 0.60 1.35  -0.23
N -0.10 0.55 0.20  -0.47
C 0.74 1.69 -0.09  -0.25
C 1.75 1.09 -1.06  0.09
O 1.05 0.74 -2.26  -0.77
C 2.03 -0.20 -0.20  0.07
O 2.81 0.15 0.88  -0.71
C 0.63 -0.72 0.21  -0.11
C 0.09 -1.76 -0.85  -0.09
O -0.62 -1.06 -1.92  -0.76
H -3.50 -0.77 -0.39  0.49
H -2.58 -1.20 1.65  0.19
H -3.19 0.72 1.70  0.20
H -0.60 0.31 2.33  0.18
H -1.29 1.69 1.53  0.21
H 0.26 2.56 -0.62  0.21
H 1.27 2.06 0.74  0.18
H 2.71 1.55 -1.20  0.20
H 0.20 0.21 -2.05  0.50
H 2.46 -0.89 -0.89  0.16
H 2.52 -0.46 1.75  0.47
H 0.58 -0.98 1.25  0.18
H -0.65 -2.33 -0.23  0.17
H 0.99 -2.40 -1.24  0.20
H -1.55 -0.77 -1.35  0.52

Max |F|, eV Å⁻¹: 5.40
Frontier orbital gap, eV: 8.93
Total charge: 0
Relative energy (zero: lowest compared OMol25 entry of this formula, charge and spin), eV: 3.609
Structure (SMILES): OCCN1C[C@H](O)[C@@H](O)[C@@H]1CO
LUMO, hartree: 0.0126

=====

# 8
Computed, not measured: an isolated ion of composition C5H8NS and charge +1 in a non-equilibrium geometry, with wB97M-V/def2-TZVPD.

Each line ends with the natural charge from an NBO analysis.
CARTESIAN COORDINATES (ANGSTROEM)
C -0.42 -1.57 -0.63  0.17
C 0.55 -1.19 -1.55  -0.65
C 0.19 0.25 0.90  -0.03
C 1.67 0.81 0.08  -0.37
C -0.70 1.33 0.65  -0.69
N -0.70 -1.07 0.49  -0.50
S 1.80 -0.05 -1.33  0.81
H -1.07 -2.20 -1.16  0.24
H 0.62 -1.80 -2.44  0.28
H 0.44 -0.05 2.01  0.25
H 2.11 1.80 0.32  0.30
H -0.39 2.30 1.11  0.26
H -1.75 1.04 1.03  0.24
H -0.73 1.57 -0.47  0.24
H -1.60 -1.15 0.97  0.44

Max |F|, eV Å⁻¹: 5.19
Frontier orbital gap (alpha / beta), eV: 7.47 / 7.47
Total charge: +1
Relative energy (zero: lowest compared OMol25 entry of this formula, charge and spin), eV: 3.668
LUMO (alpha / beta), hartree: -0.2103 / -0.2102